Computed, not measured: the molecule C10H10O4 in a non-equilibrium geometry, with ωB97M-V/def2-TZVPD.

Summary:
* frontier orbital gap: 8.444 eV
* E_tot: -687.6190 Eh
* total charge: 0
* multiplicity: 1
* energy above the lowest of the compared OMol25 structures with the same formula, charge and spin: 234.73 kcal/mol
* LUMO: -0.65 eV

Element x y z (Å)
C -0.82 -0.96 -2.08
C -0.87 -2.03 -0.96
C -0.23 0.18 -1.88
C -0.95 -1.87 0.35
C -1.37 1.03 0.37
C 1.59 -0.69 0.19
C -1.11 0.13 1.80
C 1.64 0.78 -0.69
C 0.40 1.34 -1.48
C -0.52 -1.35 1.47
O -0.43 1.85 -0.38
O 0.89 -0.92 1.41
O -0.37 0.88 2.69
O 2.04 1.86 0.11
H -1.31 -1.44 -2.95
H -1.15 -2.95 -1.50
H -1.89 0.51 -0.35
H -2.01 1.75 0.85
H 1.49 -1.62 -0.45
H 2.61 -0.67 0.45
H -2.15 0.10 2.29
H 2.37 0.52 -1.32
H 0.50 0.90 2.30
H 1.64 2.67 -0.24